Computed, not measured: a molecular structure, C28H43BMnN6O2PSe2, with ωB97M-V/def2-TZVPD.

Positions of all 84 atoms, in Å:
Mn -0.343597 1.217770 0.845641
C 0.182330 5.479073 2.156906
C 0.557082 4.130291 2.174739
N -0.085516 3.461820 1.223360
N -0.868923 4.346363 0.581734
C -0.728977 5.566133 1.120043
B -1.695835 3.845997 -0.631523
N -0.779053 3.062207 -1.561270
C -0.384379 3.417370 -2.825877
C 0.850601 1.276016 -3.884562
C 1.008252 0.371286 -2.560027
N -0.533934 1.683971 -1.334057
N -2.819514 2.934039 -0.065409
C -4.147866 3.052897 -0.212664
C -4.765327 2.096611 0.572982
C -3.701248 1.423988 1.190810
N -2.539553 1.932735 0.803550
H 0.528022 6.275592 2.795863
H 1.259088 3.597855 2.796953
H -1.275450 6.405707 0.715978
H -2.191419 4.785836 -1.202892
H -0.673911 4.433181 -3.073338
H 1.854567 1.354862 -4.313143
H 2.055449 0.084617 -2.468401
H -4.558768 3.818954 -0.852933
H -5.823078 1.923182 0.690089
H -3.707681 0.610502 1.901689
O 4.453629 -0.274154 3.865577
C 3.187358 0.244680 4.275079
C 1.982296 -0.469464 3.645708
C 1.901076 -1.873143 4.258111
O 0.937052 -2.732402 3.656322
C 2.172872 -0.620969 2.140945
Se 2.284452 1.063944 1.149084
C 0.754506 0.374256 4.017841
Se -0.928691 -0.030952 3.087236
H 4.576734 0.008294 2.950973
H 3.128505 1.307225 4.028755
H 3.147293 0.140166 5.363261
H 1.700568 -1.771742 5.336938
H 2.874347 -2.357516 4.147121
H 0.148147 -2.192458 3.463219
H 1.331032 -1.178605 1.742059
H 3.063886 -1.226137 1.962384
H 0.988435 1.421758 3.841429
H 0.561149 0.256872 5.086421
C 1.431908 -3.750331 -2.157734
C 1.420141 -2.864707 -0.909081
C 1.407566 -3.750423 0.343292
C 2.720931 -2.043546 -0.925139
P 0.012143 -1.605371 -0.815722
C 0.113335 -0.850432 -2.480603
C -0.582988 -1.262313 -3.540986
C -0.638020 -0.528801 -4.797064
C -0.004444 0.629549 -4.944077
C 0.320448 2.727806 -3.759944
C 0.708148 1.458569 -1.603068
C -1.659709 -2.485789 -0.709553
C -2.714166 -1.421141 -1.051240
C -1.863742 -2.837868 0.778246
C -1.939232 -3.759316 -1.517829
H 2.348446 -4.353080 -2.154672
H 1.428972 -3.150951 -3.070915
H 0.586790 -4.436877 -2.197902
H 2.343405 -4.319647 0.377182
H 0.592198 -4.473038 0.318601
H 1.328692 -3.176235 1.271317
H 3.562677 -2.701363 -0.682294
H 2.708803 -1.208421 -0.221169
H 2.909388 -1.634192 -1.922002
H -1.176554 -2.166248 -3.476153
H -1.254202 -0.917776 -5.599347
H -0.105875 1.195891 -5.863534
H 0.509912 3.291705 -4.667668
H 1.439312 2.261126 -1.583459
H -2.525429 -0.485961 -0.523385
H -3.697363 -1.786083 -0.734531
H -2.759812 -1.192420 -2.114477
H -1.677426 -1.975969 1.425608
H -1.225293 -3.653845 1.111368
H -2.904314 -3.154612 0.918739
H -1.764178 -3.668313 -2.591717
H -2.992468 -4.030512 -1.379189
H -1.343980 -4.597589 -1.152610

Forces on the atoms, in the same order (eV/Å):
-0.0010 -0.0791 0.9216
0.0344 0.0616 0.0643
-0.0366 -0.0980 -0.0736
-0.0174 0.0413 -0.0192
0.0441 0.0101 0.0534
-0.0425 -0.0322 -0.0927
-0.0594 0.0555 -0.0928
0.0437 -0.1392 0.0268
0.1219 0.0440 -0.0463
-0.0648 -0.0247 0.1071
0.1157 0.1648 -0.3010
-0.2178 0.2798 -0.3152
-0.0838 -0.1165 0.1220
0.0110 -0.0068 -0.0033
0.0301 -0.0098 0.0193
-0.0033 0.0040 0.0110
0.0423 0.1603 -0.4457
-0.0147 -0.0622 -0.0358
0.0108 0.0683 0.0274
0.0504 -0.0622 0.0523
0.0043 0.0281 0.0229
0.0145 -0.0200 -0.0168
0.0611 0.0863 0.0563
-0.0322 -0.0461 -0.0852
0.0291 -0.0592 0.0434
0.0828 0.0051 -0.0012
-0.0288 0.0274 -0.0369
-0.1009 0.0478 0.0653
0.1258 -0.0763 -0.0504
-0.0351 0.0052 -0.0071
-0.1271 -0.0966 0.0294
0.1341 0.1015 0.0776
0.0079 -0.0871 0.0799
0.1546 0.1627 -0.0426
0.1114 -0.0445 0.1049
-0.0173 0.0184 -0.0048
-0.0208 0.0094 0.0114
0.0021 0.0362 -0.0001
0.0311 -0.0053 -0.0110
-0.0126 -0.0119 -0.0591
-0.0250 -0.0494 -0.0060
-0.0056 0.0228 0.0401
-0.0744 0.0380 -0.0470
0.0312 0.0452 -0.0376
-0.0686 0.0635 -0.0587
-0.0125 0.0204 0.0121
-0.0530 -0.0112 -0.0185
0.0418 -0.0991 -0.0680
0.0277 0.1030 0.0327
0.0104 0.0514 -0.0335
-0.0415 -0.0987 0.1204
-0.0627 0.0355 0.0581
-0.0004 -0.1869 0.0888
0.0604 0.1820 -0.0679
0.0161 -0.0962 -0.0242
-0.1983 0.0010 0.0593
-0.0245 -0.2535 -0.1431
-0.0922 -0.0471 -0.0012
-0.0352 -0.0377 -0.0063
-0.0667 0.1337 -0.0599
0.0901 -0.0438 -0.0297
-0.0419 0.0247 0.0079
0.0015 -0.0313 0.0367
-0.0228 -0.0010 0.0239
-0.0317 0.0193 0.0170
-0.0656 -0.0158 -0.0203
0.0177 -0.1303 -0.1005
-0.0336 0.0165 -0.0003
0.0390 -0.1117 -0.1031
0.0001 -0.0730 0.0736
0.0623 0.1681 -0.0142
0.0167 -0.0082 0.0062
0.0361 -0.0175 -0.0135
-0.0647 -0.0350 -0.0067
-0.0019 0.1476 0.0944
0.0145 0.0631 0.0169
0.0299 0.0055 -0.0198
0.0147 -0.0006 -0.0116
-0.0087 -0.1369 -0.0799
0.0839 -0.0038 0.0055
0.0504 0.0001 -0.0062
-0.0287 -0.0092 0.1361
0.0382 0.0146 -0.0017
0.0303 0.0021 -0.0059

Summary:
2S+1: 6
Relative energy (zero: lowest compared OMol25 entry of this formula, charge and spin) in eV: 0.283
Highest occupied orbital energy (spin up / spin down) in eV: -4.03 / -4.39
LUMO energy (spin up / spin down) in eV: 2.54 / 2.53
Charge: -1
Frontier orbital gap (spin up / spin down) in Ha: 0.242 / 0.254
<S²>: 8.7571

---

Computed, not measured: a molecular structure, C28H43BrMoN2P2S, with ωB97M-V/def2-TZVPD.

Positions of all 78 atoms, in Å:
N 3.939446 -9.354444 1.350459
C 3.483486 -8.944275 2.536780
C 3.003602 -7.644974 2.748275
C 2.970010 -6.727675 1.670876
C 3.475686 -7.184066 0.430055
C 3.943928 -8.504239 0.323431
C 2.409790 -5.390433 1.834088
Mo 0.091756 1.105034 1.269757
P -5.164361 2.926470 -1.845963
C 2.020547 -4.607898 0.791923
C 1.372164 -3.343471 0.953604
C 0.647596 -2.803815 -0.133080
C -0.034190 -1.602542 0.014025
C 0.083778 -0.938024 1.251106
C 0.787539 -1.460404 2.358514
C 1.424389 -2.690472 2.203149
Br -2.327567 1.088358 0.795389
H 2.239049 -5.088784 2.871473
H 2.100969 -4.990260 -0.227276
H 2.638609 -7.380092 3.738441
H 3.514210 -6.541563 -0.444758
H 3.498048 -9.677864 3.350597
H 4.328611 -8.877921 -0.626571
H 0.607170 -3.373249 -1.066766
H 1.973131 -3.141852 3.030478
H -0.663176 -1.191533 -0.770154
H 0.800710 -0.942995 3.324039
P 1.379747 1.712184 -0.559365
C -5.514205 1.714185 -0.518395
C -6.915877 1.111176 -0.629006
H -5.384228 2.241763 0.437362
H -4.743187 0.936243 -0.591262
H -7.174104 0.622248 0.316310
H -7.667568 1.882254 -0.834908
H -6.958404 0.356161 -1.422520
C -4.307218 1.919408 -3.114888
C -4.455131 2.497822 -4.525812
H -4.755913 0.917086 -3.061492
H -3.254408 1.851007 -2.809476
H -4.153763 1.747611 -5.264501
H -5.493475 2.779461 -4.736662
H -3.823009 3.381268 -4.667638
C -3.858617 4.017147 -1.170463
C -4.472775 5.290397 -0.578957
H -3.193907 4.256902 -2.014734
H -3.298593 3.429722 -0.426350
H -3.682176 6.022466 -0.386223
H -5.193670 5.740287 -1.273966
H -4.985475 5.084175 0.368191
C 1.815275 3.489193 -0.518653
C 3.261963 3.845451 -0.873081
H 1.561219 3.867860 0.483475
H 1.122846 3.979876 -1.219017
H 3.963355 3.558084 -0.082152
H 3.588886 3.384007 -1.811625
H 3.339334 4.931708 -0.998188
C 0.373588 1.510920 -2.079217
C 0.828060 0.424326 -3.058983
H 0.387389 2.496875 -2.570211
H -0.667043 1.336672 -1.760611
H 1.802012 0.663040 -3.503618
H 0.891009 -0.566806 -2.593781
H 0.102117 0.353777 -3.878262
C 2.896959 0.723815 -0.759414
C 3.845938 0.703819 0.441161
H 3.403246 1.104530 -1.661706
H 2.571899 -0.301842 -0.996037
H 4.068908 -0.335308 0.722004
H 4.801974 1.189307 0.197100
H 3.445974 1.193448 1.344589
S 2.723182 2.247337 4.758500
C 1.414639 3.397463 4.610783
C 0.571044 3.070781 3.574367
N 0.968928 1.886059 2.906681
C 2.123729 1.362568 3.435905
H 1.321101 4.248065 5.274140
H -0.319673 3.594230 3.238502
H 2.533167 0.412754 3.110217

Forces on the atoms, in the same order (eV/Å):
-0.1126 0.0589 0.1374
-0.2013 0.5076 0.2086
0.1205 -0.5260 0.4503
-0.3879 1.0493 -0.0255
0.1707 -0.8295 -0.4749
-0.2168 1.0326 -0.1275
1.2804 -2.9316 1.4171
-2.7325 -2.8154 1.4898
2.2805 -1.5659 0.8561
-1.1185 2.1841 -1.5102
1.1899 -2.4550 -0.0701
-1.1950 1.5124 -0.8865
0.2300 -2.2454 -0.3860
1.3290 3.7913 -0.3484
0.7521 -2.2115 0.5770
-0.8059 2.0134 1.2904
1.1791 0.3977 0.2468
-0.0084 -0.0987 -0.3366
-0.0789 0.0502 0.3005
0.0423 0.0547 -0.1949
0.0223 -0.1312 0.1294
-0.0061 0.3248 -0.3284
-0.0713 0.0885 0.2745
0.0216 0.3109 0.2600
-0.1648 0.3196 -0.2303
0.1397 -0.1284 -0.0115
-0.0670 -0.3227 -0.3771
1.4231 0.2276 -2.0581
-0.8277 0.5725 0.2634
-0.2273 -0.2784 0.0878
-0.0890 -0.0585 -0.2095
-0.0336 0.2295 -0.2004
-0.0255 0.0640 -0.2541
0.1089 -0.2414 0.1286
-0.0716 0.1947 0.1289
-0.9561 0.0207 -0.6224
0.1655 -0.0033 -0.3347
0.0869 0.2296 -0.0132
-0.1860 0.1026 0.1644
-0.0597 0.2064 0.1076
0.2475 -0.1203 -0.0119
-0.1632 -0.1109 0.0178
-0.5017 0.7157 -0.5629
0.1262 0.2665 0.2332
-0.1770 -0.0331 0.2119
-0.2706 0.0263 -0.2469
-0.2317 -0.0683 0.0181
0.2460 -0.0244 0.2182
0.0533 0.0730 -0.2140
-0.2673 0.4753 0.4439
0.3001 -0.0164 -0.0174
0.1266 0.0898 -0.2169
0.0971 -0.1431 0.2447
-0.1542 0.0226 -0.1657
-0.0976 0.1365 0.1466
-0.0486 -0.2415 0.0331
-0.5109 -0.0908 -0.3170
0.0746 -0.1139 -0.1576
-0.0036 -0.2915 0.1396
0.2664 0.0728 -0.1562
-0.2468 -0.0927 0.1175
-0.0072 0.2070 -0.0919
0.1852 0.0494 0.1791
-0.0504 -0.2994 -0.3408
0.4226 -0.0892 0.4048
-0.1929 -0.1181 0.2723
-0.0122 0.3806 -0.0167
0.0205 0.3112 -0.0785
-0.3570 -0.1435 0.1744
0.1823 0.0169 -0.4561
-1.1248 0.1614 -0.9929
-0.3656 -0.6560 -0.9718
1.3029 -0.6246 0.5038
1.0848 0.4369 1.2163
-1.2070 1.0132 0.6620
0.1028 -0.0978 0.0110
0.1883 -0.0526 0.1972
0.0642 0.2719 0.0513

Summary:
2S+1: 3
Highest occupied orbital energy (spin up / spin down) in eV: -18.38 / -18.20
LUMO energy (spin up / spin down) in eV: -14.17 / -14.10
Charge: +4
Frontier orbital gap (spin up / spin down) in Ha: 0.155 / 0.150
<S²>: 2.0199

---

Computed, not measured: a molecular structure, C28H43HgN4P2Te, with ωB97M-V/def2-TZVPD.

Positions of all 79 atoms, in Å:
Hg -2.390483 -0.788280 -0.231153
C 1.554331 -3.805789 3.459797
C 0.834300 -2.563006 2.933223
C 1.718099 -1.339546 3.147987
P 0.082681 -2.375330 1.139037
C -0.588931 -4.186376 1.001497
C -1.970007 -4.171709 0.358930
C 0.293657 -5.130040 0.194764
C 1.512438 -2.246456 0.067074
C 2.634733 -3.058966 0.277223
C 3.811879 -2.938041 -0.433497
C 4.986147 -3.833941 -0.140116
C 3.877817 -1.948941 -1.417383
C 2.791843 -1.139995 -1.671151
C 1.568372 -1.235597 -0.954628
N 0.519265 -0.491231 -1.274695
C 0.593440 0.620126 -2.059643
C -0.096475 0.663153 -3.295470
C -0.777675 -0.578795 -3.794277
C -0.125174 1.819407 -4.047722
C 0.516365 2.978947 -3.632619
C 0.517827 4.213814 -4.491910
C 1.192555 2.944511 -2.417397
C 1.249496 1.805771 -1.641444
C 2.014935 1.815766 -0.350788
H 1.694922 -3.707931 4.542934
H 2.540725 -3.913378 3.012375
H 0.988211 -4.717296 3.279080
H -0.073342 -2.439320 3.546685
H 2.654088 -1.455466 2.602281
H 1.947410 -1.189121 4.208053
H 1.221668 -0.446756 2.770835
H -0.704060 -4.561870 2.025782
H -1.900309 -3.769068 -0.652545
H -2.669183 -3.560982 0.929930
H -2.379725 -5.183812 0.294829
H 0.559049 -4.659277 -0.751719
H -0.252794 -6.053555 -0.020491
H 1.211034 -5.393059 0.715077
H 2.583385 -3.818554 1.041148
H 4.709866 -4.592406 0.594913
H 5.827577 -3.262952 0.264571
H 5.337433 -4.349468 -1.040259
H 4.793984 -1.824802 -1.989655
H 2.856329 -0.395387 -2.458431
H -0.240318 -1.459669 -3.448619
H -0.827038 -0.591829 -4.883627
H -1.798445 -0.641361 -3.404705
H -0.648105 1.818035 -5.000337
H -0.283066 4.166319 -5.230421
H 1.462019 4.316523 -5.038643
H 0.387802 5.115538 -3.891321
H 1.703927 3.839653 -2.073056
H 2.158780 2.835771 0.005745
H 2.995785 1.347477 -0.477991
H 1.485919 1.245068 0.411249
C -1.660573 4.227799 2.315601
N -1.229185 3.594187 1.089724
C -2.065997 4.054812 0.002494
N -3.485913 3.837283 0.227131
C -3.853901 4.465439 1.479864
N -3.069977 4.041732 2.628308
C -3.331909 2.632834 2.897210
P -2.983246 1.360655 1.489388
C -1.282741 2.146360 1.186944
C -3.821296 2.422298 0.199781
H -1.473840 5.308068 2.228123
H -1.066070 3.832934 3.145000
H -1.765622 3.543226 -0.915312
H -1.904509 5.137322 -0.113629
H -4.909111 4.252454 1.686350
H -3.721886 5.551929 1.367052
H -4.386646 2.534673 3.191772
H -2.720456 2.323650 3.757936
H -0.892512 1.733313 0.250226
H -0.615555 1.823661 1.996228
H -4.908315 2.308784 0.311384
H -3.553539 2.021402 -0.789341
Te -4.962162 -0.881335 -0.241538

Forces on the atoms, in the same order (eV/Å):
1.5088 -0.3452 -0.5823
-0.1546 0.0814 -0.2092
-0.2205 0.4144 -0.4298
-0.1212 0.0118 0.1034
-0.3789 -0.9808 1.4572
0.1070 0.3792 -0.3832
-0.0264 0.1639 0.1718
-0.0355 -0.0379 0.1572
0.5991 -0.3209 -0.0527
-0.1691 0.4122 -0.2407
0.3044 -0.3382 0.1853
-0.0220 0.0948 -0.0671
-0.4633 0.2398 -0.0166
0.9721 -0.0419 -0.2789
-0.5587 0.0561 -0.1226
-0.1592 -0.3835 0.5562
0.0374 0.4452 -0.3668
0.0341 -0.4093 0.1729
-0.1005 0.0020 0.1141
0.1363 0.3147 -0.0502
0.0055 0.0637 0.0130
0.0917 -0.0419 -0.0141
-0.0530 0.2608 -0.3692
0.0391 -0.3675 0.2135
0.0410 -0.0061 -0.0125
0.0103 -0.0213 -0.0150
0.0840 -0.0404 0.0170
-0.0102 -0.1380 -0.0131
0.0987 -0.0058 -0.1928
0.0867 0.0422 -0.0451
0.0350 -0.0037 0.0265
0.0168 0.1695 -0.0072
0.1231 0.1535 -0.0437
-0.1784 0.0529 -0.0410
-0.0813 0.0741 -0.1734
-0.0016 -0.0751 -0.0098
0.0818 -0.0786 -0.0580
0.0090 -0.0527 0.0049
0.1511 -0.0394 -0.0134
0.0086 -0.0785 0.0413
0.0495 -0.0233 0.0040
0.1005 -0.0743 0.0178
0.0449 -0.0226 0.0399
-0.0203 0.0217 -0.0566
-0.0190 -0.0015 0.0275
-0.0449 -0.0835 0.0186
-0.0148 0.0501 -0.0882
0.0445 -0.0916 0.0323
-0.0455 -0.0220 -0.0110
-0.0412 0.0747 -0.0112
-0.0172 0.0420 -0.0037
-0.0385 0.0595 -0.0197
-0.0090 0.0442 0.0524
0.0021 0.0549 0.0220
0.0001 -0.0267 0.0658
-0.0298 -0.0630 0.0635
0.1356 0.3234 0.0987
0.2525 0.2364 0.0846
0.0026 0.3103 -0.2821
0.0621 0.4084 -0.0018
-0.2447 0.3498 -0.0810
0.0553 0.0116 0.0636
-0.2558 -0.8101 0.1953
0.5229 1.7648 1.0664
0.0627 -0.6822 -0.0557
-0.3191 -0.4683 -0.3934
-0.0113 -0.0965 0.0131
0.0063 0.0450 -0.0076
0.0139 0.0486 -0.0082
0.0031 -0.1268 -0.0477
0.0735 0.0681 -0.0446
-0.0467 -0.1020 0.0122
0.1513 -0.0583 -0.0058
-0.1336 0.0332 -0.0827
0.0480 -0.1008 0.1044
0.0007 -0.0443 -0.0853
0.2331 -0.1163 -0.0977
-0.2089 0.0166 0.2671
-2.2120 -0.5753 -0.2910

Summary:
2S+1: 2
Highest occupied orbital energy (spin up / spin down) in eV: 0.83 / -0.18
LUMO energy (spin up / spin down) in eV: 4.50 / 4.49
Charge: -2
Frontier orbital gap (spin up / spin down) in Ha: 0.135 / 0.172
<S²>: 0.7605

---

Number 1: total energy -214750.336 eV. Number 2: total energy -133981.833 eV. Number 3: total energy -65739.237 eV.